{"formula": "C37H68F2N3O13S4", "method": "ωB97M-V/def2-TZVPD", "elements": ["C", "C", "O", "N", "H", "H", "C", "H", "H", "H", "H", "H", "H", "C", "C", "O", "N", "H", "H", "C", "H", "H", "H", "H", "H", "H", "C", "C", "O", "N", "H", "H", "C", "H", "H", "H", "H", "H", "H", "O", "H", "O", "H", "F", "C", "C", "C", "C", "C", "C", "H", "H", "H", "H", "H", "F", "C", "C", "C", "C", "C", "C", "H", "H", "H", "H", "H", "C", "C", "C", "S", "O", "O", "C", "H", "H", "H", "H", "H", "H", "H", "H", "C", "C", "C", "S", "O", "O", "C", "H", "H", "H", "H", "H", "H", "H", "H", "C", "C", "C", "S", "O", "O", "C", "H", "H", "H", "H", "H", "H", "H", "H", "C", "C", "C", "S", "O", "O", "C", "H", "H", "H", "H", "H", "H", "H", "H"], "xyz": [[15.551, 38.601, 13.036], [14.052, 38.767, 13.339], [13.626, 39.135, 14.472], [12.978, 38.420, 12.258], [13.398, 38.459, 11.351], [12.968, 37.357, 12.434], [11.782, 39.117, 12.339], [15.833, 37.496, 13.069], [15.858, 38.970, 13.806], [16.023, 38.963, 12.079], [11.942, 40.263, 12.112], [11.421, 39.289, 13.466], [10.907, 38.710, 11.953], [12.645, 32.698, 14.167], [13.000, 33.732, 15.220], [12.584, 33.584, 16.415], [13.922, 34.833, 14.672], [14.551, 34.277, 14.412], [13.522, 35.337, 14.002], [14.351, 35.794, 15.655], [11.859, 32.170, 14.808], [13.708, 31.895, 13.901], [12.387, 33.107, 13.118], [13.629, 36.310, 15.766], [15.218, 36.255, 15.310], [14.487, 35.421, 16.750], [12.388, 35.325, 8.624], [13.426, 34.719, 9.431], [13.809, 33.569, 9.264], [13.999, 35.664, 10.506], [14.159, 36.585, 10.250], [13.440, 35.731, 11.333], [15.276, 35.044, 11.024], [11.314, 34.841, 8.649], [12.685, 35.398, 7.562], [12.253, 36.312, 8.994], [16.129, 35.050, 10.317], [15.425, 34.023, 11.444], [15.520, 35.553, 11.926], [12.550, 35.876, 12.630], [11.602, 35.652, 12.996], [14.284, 38.127, 10.142], [14.440, 38.407, 9.238], [16.317, 43.159, 19.950], [15.634, 42.178, 19.276], [14.281, 41.844, 19.444], [13.662, 40.894, 18.534], [14.488, 40.332, 17.568], [15.838, 40.709, 17.325], [16.428, 41.643, 18.153], [13.888, 42.142, 20.492], [12.618, 40.519, 18.643], [13.878, 39.583, 16.901], [16.293, 40.222, 16.363], [17.552, 42.063, 17.959], [19.777, 38.646, 9.223], [19.730, 37.745, 10.215], [19.317, 38.053, 11.445], [19.353, 37.054, 12.535], [19.745, 35.810, 12.150], [19.995, 35.373, 10.864], [20.089, 36.400, 9.860], [18.906, 39.063, 11.676], [19.157, 37.262, 13.541], [19.704, 35.036, 13.069], [20.417, 34.265, 10.735], [20.229, 36.043, 8.794], [16.291, 44.405, 13.987], [15.494, 44.131, 15.134], [14.555, 43.209, 14.730], [13.960, 43.485, 13.165], [12.727, 44.162, 13.130], [14.157, 42.234, 12.483], [15.179, 44.677, 12.841], [16.817, 43.372, 13.736], [16.940, 45.120, 14.283], [14.651, 44.988, 15.524], [15.942, 43.664, 16.071], [13.865, 42.981, 15.497], [15.068, 42.237, 14.718], [14.830, 45.721, 12.643], [15.466, 44.460, 11.741], [7.900, 37.251, 10.981], [7.548, 35.814, 11.157], [8.198, 35.196, 10.075], [8.161, 36.225, 8.644], [7.099, 35.669, 7.793], [9.412, 36.455, 8.011], [7.702, 37.749, 9.575], [8.843, 37.331, 11.392], [7.220, 37.888, 11.570], [6.414, 35.797, 11.174], [7.998, 35.341, 12.012], [7.790, 34.191, 10.141], [9.226, 35.358, 10.308], [6.690, 37.803, 9.267], [8.199, 38.664, 9.226], [13.371, 41.234, 7.667], [12.976, 39.935, 6.928], [11.945, 39.275, 7.801], [10.995, 40.626, 8.411], [10.577, 40.464, 9.743], [9.988, 40.992, 7.431], [12.189, 41.896, 8.268], [13.895, 41.833, 6.733], [14.088, 40.825, 8.474], [13.753, 39.101, 6.676], [12.355, 40.108, 5.970], [12.240, 38.740, 8.638], [11.166, 38.749, 7.389], [12.294, 42.467, 9.163], [11.834, 42.397, 7.409], [10.374, 42.784, 15.156], [11.286, 41.653, 15.481], [10.577, 40.642, 16.010], [9.334, 41.113, 16.965], [9.859, 40.967, 18.319], [8.177, 40.435, 16.611], [9.379, 42.783, 16.446], [10.088, 42.684, 14.221], [10.930, 43.584, 15.249], [11.933, 41.864, 16.308], [11.915, 41.358, 14.721], [11.200, 39.821, 16.415], [9.892, 40.086, 15.367], [9.818, 43.400, 17.160], [8.556, 43.261, 16.230]], "spin_multiplicity": 1, "lumo_ev": -3.830, "homo_energy_ev": -11.255, "charge": 1, "gap_ev": 7.42, "molar_mass_g_mol": 929.2}

{"formula": "C3H5CeO5", "method": "ωB97M-V/def2-TZVPD", "elements": ["O", "C", "C", "O", "H", "H", "H", "H", "H", "Ce", "O", "C", "O", "O"], "xyz": [[1.448, -0.919, 0.302], [1.287, 0.318, -0.094], [0.963, 1.385, 1.216], [-0.151, 2.099, 1.004], [0.269, -1.796, -0.241], [0.332, 0.103, -1.117], [1.916, 0.893, -0.789], [1.866, 2.019, 1.250], [0.936, 0.708, 2.087], [-2.149, 1.261, 0.422], [-1.394, -0.289, -1.224], [-1.703, -1.587, -1.172], [-2.881, -1.823, -0.856], [-0.738, -2.372, -0.787]], "spin_multiplicity": 3, "lumo_ev": [-6.296, -6.232], "homo_energy_ev": [-13.032, -12.965], "charge": 1, "gap_ev": [6.74, 6.73], "molar_mass_g_mol": 261.2}

{"formula": "C3H18N2O6", "method": "ωB97M-V/def2-TZVPD", "elements": ["C", "C", "N", "C", "N", "O", "H", "H", "H", "H", "H", "H", "H", "H", "O", "H", "H", "O", "H", "H", "O", "H", "H", "O", "H", "H", "O", "H", "H"], "xyz": [[-2.570, 0.718, -0.365], [-1.243, 0.614, 0.370], [-0.302, -0.100, -0.474], [1.051, -0.195, -0.154], [1.510, 0.709, 0.770], [1.723, -1.061, -0.672], [-2.936, -0.197, -0.827], [-2.554, 1.466, -1.167], [-3.437, 0.959, 0.264], [-0.879, 1.569, 0.732], [-1.486, 0.028, 1.270], [-0.652, -0.924, -0.952], [2.513, 0.798, 0.835], [1.020, 1.530, 1.073], [-1.322, -3.049, -0.879], [-0.890, -3.454, -1.663], [-1.573, -3.769, -0.273], [-0.606, 2.697, -3.092], [-1.002, 2.211, -2.365], [-0.917, 2.175, -3.849], [1.858, 2.891, -1.699], [2.225, 2.334, -2.412], [1.463, 2.237, -1.107], [0.444, -0.667, 3.497], [0.811, -0.080, 2.809], [1.109, -1.374, 3.506], [2.404, -2.554, 2.641], [1.890, -3.362, 2.437], [2.351, -2.149, 1.747]], "spin_multiplicity": 1, "lumo_ev": 0.225, "smiles": "CCNC(N)=O.O.O.O.O.O", "homo_energy_ev": -9.860, "gap_ev": 10.09, "molar_mass_g_mol": 178.2}

{"formula": "C40H44MoN5O2PSSb2", "method": "ωB97M-V/def2-TZVPD", "elements": ["Mo", "N", "C", "C", "C", "C", "C", "C", "S", "O", "O", "N", "C", "N", "C", "C", "C", "N", "H", "H", "H", "H", "H", "H", "H", "H", "H", "C", "Sb", "C", "C", "C", "C", "C", "C", "C", "C", "C", "Sb", "C", "C", "H", "H", "H", "H", "H", "H", "H", "H", "H", "H", "H", "H", "H", "H", "H", "H", "H", "H", "H", "H", "N", "P", "C", "C", "C", "C", "C", "C", "C", "C", "C", "C", "C", "C", "C", "C", "C", "C", "C", "C", "H", "H", "H", "H", "H", "H", "H", "H", "H", "H", "H", "H", "H", "H", "H"], "xyz": [[0.243, -0.224, 0.140], [0.444, 1.555, 8.580], [0.509, 1.564, 7.229], [-0.668, 1.663, 6.459], [-0.600, 1.655, 5.089], [0.642, 1.553, 4.452], [1.814, 1.441, 5.191], [1.744, 1.457, 6.564], [0.566, 1.495, 2.710], [1.780, 1.708, 1.951], [-0.528, 2.369, 2.333], [0.023, -0.051, 2.304], [1.038, -0.942, 2.110], [2.245, -0.772, 2.770], [3.389, -1.132, 2.352], [3.709, -1.758, 1.039], [1.770, -2.543, 0.503], [0.709, -1.959, 1.299], [-0.428, 1.741, 9.040], [1.279, 1.601, 9.135], [-1.627, 1.753, 6.952], [-1.496, 1.745, 4.492], [2.769, 1.355, 4.691], [2.650, 1.382, 7.152], [4.203, -1.032, 3.068], [4.768, -1.725, 0.800], [1.290, -3.172, -0.245], [-2.255, -2.937, 1.889], [-2.231, -1.260, 0.573], [-3.477, -1.923, -1.041], [-3.527, 0.082, 1.691], [-4.510, 0.807, 0.830], [-5.724, 0.192, 0.524], [-6.682, 0.830, -0.243], [-6.433, 2.104, -0.730], [-5.226, 2.720, -0.444], [-4.252, 2.091, 0.331], [-2.988, 2.826, 0.649], [-1.204, 2.045, -0.293], [-0.088, 3.822, -0.606], [-2.088, 1.741, -2.227], [-3.281, -3.120, 2.201], [-1.633, -2.702, 2.749], [-1.864, -3.821, 1.390], [-4.128, -2.715, -0.676], [-2.856, -2.299, -1.851], [-4.084, -1.092, -1.397], [-2.848, 0.749, 2.221], [-4.036, -0.556, 2.412], [-5.922, -0.801, 0.915], [-7.623, 0.340, -0.455], [-7.179, 2.622, -1.318], [-5.036, 3.719, -0.819], [-2.791, 2.895, 1.716], [-3.040, 3.840, 0.249], [-0.661, 4.478, -1.258], [0.866, 3.584, -1.070], [0.089, 4.303, 0.354], [-3.052, 2.247, -2.268], [-2.233, 0.678, -2.416], [-1.436, 2.145, -3.001], [0.829, 0.192, -1.525], [1.910, -0.459, -2.529], [2.937, -1.583, -1.508], [2.689, -1.392, -0.054], [3.046, -3.188, 1.092], [3.760, -4.069, 0.108], [3.973, -3.828, -1.194], [3.484, -2.708, -1.993], [2.939, 0.706, -3.415], [3.696, 0.285, -4.509], [4.475, 1.207, -5.186], [4.509, 2.532, -4.766], [3.774, 2.942, -3.663], [2.982, 2.030, -2.985], [0.924, -1.432, -3.687], [0.221, -2.527, -3.186], [-0.670, -3.205, -3.998], [-0.879, -2.777, -5.304], [-0.192, -1.680, -5.799], [0.714, -1.003, -4.994], [2.274, -0.375, 0.123], [2.964, -3.647, 2.075], [4.200, -4.963, 0.533], [4.533, -4.573, -1.746], [3.558, -2.827, -3.069], [3.675, -0.750, -4.828], [5.052, 0.899, -6.047], [5.118, 3.247, -5.304], [3.817, 3.974, -3.340], [2.398, 2.329, -2.124], [0.378, -2.851, -2.164], [-1.195, -4.074, -3.622], [-1.582, -3.301, -5.938], [-0.361, -1.349, -6.815], [1.247, -0.145, -5.381]], "spin_multiplicity": 1, "lumo_ev": [-6.548, -6.219], "homo_energy_ev": [-12.461, -12.465], "charge": 2, "gap_ev": [5.91, 6.25], "molar_mass_g_mol": 1029.3}

{"formula": "C2H3Cl2N2", "method": "ωB97M-V/def2-TZVPD", "elements": ["C", "C", "N", "N", "Cl", "Cl", "H", "H", "H"], "xyz": [[2.315, 0.020, 0.019], [-1.107, 0.110, 0.464], [3.432, 0.013, 0.317], [-0.329, -0.048, -0.551], [5.061, -0.005, 0.531], [-2.853, 0.328, 0.393], [-0.542, 0.112, 1.416], [0.818, -0.266, -0.570], [-0.775, -0.228, -1.435]], "spin_multiplicity": 1, "lumo_ev": -4.823, "homo_energy_ev": -15.894, "charge": 1, "gap_ev": 11.07, "molar_mass_g_mol": 126.0}

{"formula": "CH2INS2", "method": "ωB97M-V/def2-TZVPD", "elements": ["C", "N", "S", "S", "I", "H", "H"], "xyz": [[0.619, -0.081, 0.032], [-0.940, -1.054, 0.006], [2.031, -0.871, -0.030], [0.195, 1.584, 0.488], [-2.348, 0.280, -0.471], [-0.963, -1.671, -0.827], [1.405, 1.812, 0.802]], "spin_multiplicity": 1, "lumo_ev": -0.590, "homo_energy_ev": -8.818, "gap_ev": 8.23, "molar_mass_g_mol": 219.1}

Sequential calculated total energy output: -119309.4591 -26346.1126 -18668.9517 -88777.5820 -30137.2924 -32327.8218 eV